Here is C15H25N2O2PV as an isolated structure in a non-equilibrium geometry from the Open Molecules 2025 dataset. Energies are from the ωB97M-V functional and the def2-TZVPD basis.

Geometry as XYZ:
```
46
Properties=species:S:1:pos:R:3:forces:R:3:mulliken_charge:R:1
V -0.0433 0.3701 -1.7583 1.544 -1.008 0.544 -0.10
H 1.6641 -2.0072 -1.3919 -0.034 -0.088 -0.104 0.06
H 1.3971 -2.1904 -2.0662 0.044 -0.021 0.173 -0.05
P 0.4237 0.2676 -4.3028 -0.114 -0.090 0.691 1.24
C -1.0819 -0.2480 -5.1530 -0.503 0.076 -0.288 -1.36
H -0.9713 -0.1802 -6.2370 0.204 0.051 0.003 0.42
H -1.3362 -1.2775 -4.9137 0.087 -0.074 0.115 0.37
H -1.9224 0.3809 -4.8644 0.032 0.052 0.104 0.39
C 0.8596 1.8932 -5.0542 -0.051 0.022 0.442 -1.17
H 1.8577 2.2065 -4.7064 -0.393 -0.068 -0.138 0.36
H 0.8520 1.8449 -6.1563 0.071 -0.243 0.473 0.38
H 0.1065 2.6308 -4.7265 0.420 -0.314 -0.141 0.38
C 1.6493 -0.8870 -5.0532 -0.055 -0.024 0.018 -1.32
H 1.3792 -1.9145 -4.7872 0.027 0.129 0.028 0.37
H 1.6710 -0.8204 -6.1452 -0.116 0.095 0.138 0.40
H 2.6562 -0.6892 -4.6726 -0.175 0.034 0.006 0.41
C -1.4538 -0.8212 -2.1730 -4.106 -2.507 -0.353 0.41
O -2.4437 -1.4635 -2.2593 3.358 1.992 0.044 -0.41
H 1.1999 0.0169 -2.9065 0.493 0.348 0.115 0.07
H -0.4223 1.2959 -2.9964 -0.761 1.249 -0.957 0.02
C -1.4386 0.4121 4.8441 -0.150 0.253 0.437 -1.37
N -1.4719 0.3771 3.4096 -0.418 -0.027 -0.553 -0.11
N -0.3895 0.2305 2.5922 0.158 0.127 -1.005 0.41
C -0.7826 0.3256 1.2647 -0.917 0.241 1.111 0.84
O 0.0494 0.1937 0.3110 -0.396 0.398 -0.856 -0.75
C -2.1883 0.5821 1.3229 0.782 -0.112 -0.890 -1.04
C -2.5508 0.6101 2.6448 0.182 0.119 0.211 0.59
C -3.8669 0.8961 3.2503 -1.037 0.098 -0.050 -1.47
C 0.9057 -0.1200 3.0036 1.389 -0.718 0.360 0.37
C 1.1199 -1.1091 3.9765 -0.129 -0.061 -0.058 -0.12
C 2.4244 -1.5399 4.2542 -0.016 0.240 -0.251 -0.71
C 3.5041 -1.0095 3.5237 -0.631 -0.125 0.119 -0.44
C 3.2775 -0.0269 2.5542 0.034 -0.017 0.173 -0.80
C 1.9941 0.4346 2.3089 -0.722 0.121 0.290 -0.23
H -0.4232 0.2942 5.1738 0.241 0.018 0.221 0.77
H -2.0608 -0.3837 5.2578 0.115 0.009 -0.012 0.33
H -1.8026 1.3745 5.2015 -0.032 0.014 -0.001 0.35
H -2.8091 0.7345 0.4475 0.020 -0.040 0.325 0.36
H -4.2571 0.0744 3.8632 0.209 -0.039 -0.224 0.33
H -3.9084 1.7787 3.9044 0.370 -0.105 -0.296 0.34
H -4.5741 1.0655 2.4279 0.091 -0.053 0.342 0.35
H 0.2468 -1.5416 4.4968 0.758 0.069 -0.360 0.57
H 2.5819 -2.3089 5.0234 -0.017 0.427 -0.453 0.36
H 4.5071 -1.3800 3.7024 -0.086 0.088 0.020 0.40
H 4.0965 0.4067 1.9798 -0.114 -0.206 0.257 0.39
H 1.7756 1.2218 1.5850 0.344 -0.330 0.230 0.43
```
Positions in Å, forces in eV/Å.

Calculated values
HOMO (spin up / spin down) = -10.95 / -9.90 eV
Charge = +1
Calculated total energy = -2131.5594 hartree
Gap between HOMO and LUMO (spin up / spin down) = 8.39 / 7.17 eV
⟨S²⟩ = 2.06
Multiplicity = 3
Strongest force on any atom = 4.82 eV/A